Record 1
{
  "formula": "C21H26F3NO9PS3",
  "method": "the ωB97M-V functional and the def2-TZVPD basis",
  "species": ["S", "S", "S", "P", "F", "F", "F", "O", "O", "O", "O", "O", "O", "O", "O", "O", "N", "C", "C", "C", "C", "C", "C", "C", "C", "C", "C", "C", "C", "C", "C", "C", "C", "C", "C", "C", "C", "C", "H", "H", "H", "H", "H", "H", "H", "H", "H", "H", "H", "H", "H", "H", "H", "H", "H", "H", "H", "H", "H", "H", "H", "H", "H", "H"],
  "coordinates": [[-0.16, -2.37, 1.92], [2.67, -2.86, 1.44], [1.44, -3.55, 4.19], [-1.77, 4.48, -1.71], [-2.46, -3.24, 1.13], [-1.33, -4.72, 2.32], [-0.79, -4.35, 0.23], [1.12, 1.95, -2.61], [3.22, -1.58, 1.79], [3.43, -4.07, 1.56], [2.84, -3.26, 4.38], [-3.25, 4.17, -2.29], [0.14, 3.76, -3.64], [-1.16, 5.73, -2.24], [-2.08, 4.55, -0.11], [0.41, -2.89, 4.93], [1.22, -3.16, 2.41], [-3.75, 4.96, -3.41], [1.13, -1.32, -1.95], [2.00, 5.36, -3.33], [0.83, -8.07, 4.44], [-1.47, 5.54, 2.07], [-0.89, 2.96, -1.80], [1.79, -7.55, 3.56], [1.64, -1.47, -0.66], [0.98, -2.45, -2.77], [0.22, 2.78, -2.66], [1.91, -3.86, -1.03], [1.37, 4.27, -4.16], [0.23, -5.83, 5.13], [1.18, -5.33, 4.24], [1.37, -3.71, -2.31], [-1.09, 5.32, 0.62], [0.05, -7.21, 5.22], [1.99, -2.74, -0.21], [-1.23, -3.77, 1.36], [-5.05, 5.64, -3.04], [1.99, -6.17, 3.48], [-1.00, 6.28, 0.11], [-1.07, 2.22, -1.04], [-5.89, 4.95, -3.08], [-3.86, 4.27, -4.25], [2.40, -8.22, 2.94], [-0.13, 4.80, 0.57], [-3.00, 5.72, -3.65], [2.74, -5.76, 2.81], [-0.70, -7.62, 5.90], [2.30, 4.99, -2.34], [0.57, -2.33, -3.78], [-0.37, -5.15, 5.73], [1.09, 4.66, -5.14], [-5.25, 6.43, -3.77], [2.22, -4.83, -0.66], [2.90, 5.70, -3.84], [-0.64, 6.10, 2.51], [1.74, -0.61, -0.01], [0.88, -0.32, -2.30], [0.69, -9.15, 4.51], [-2.38, 6.14, 2.16], [1.26, -4.59, -2.96], [-1.58, 4.60, 2.62], [-5.00, 6.09, -2.05], [1.33, 6.21, -3.19], [2.08, 3.45, -4.28]],
  "lumo_energy_ev": 1.556,
  "spin_multiplicity": 1,
  "charge": -1
}

---

Record 2
{
  "formula": "C21H26FN3O",
  "method": "the ωB97M-V functional and the def2-TZVPD basis",
  "species": ["F", "O", "N", "N", "N", "C", "C", "C", "C", "C", "C", "C", "C", "C", "C", "C", "C", "C", "C", "C", "C", "C", "C", "C", "C", "C", "H", "H", "H", "H", "H", "H", "H", "H", "H", "H", "H", "H", "H", "H", "H", "H", "H", "H", "H", "H", "H", "H", "H", "H", "H", "H"],
  "coordinates": [[8.09, -0.77, 0.29], [-2.11, -0.85, -1.29], [-0.09, 0.75, -0.49], [-2.53, -0.05, 0.79], [2.71, 0.38, -0.18], [-3.09, 2.26, 1.03], [-2.03, -3.45, 0.04], [0.83, 0.99, -1.57], [-5.47, -1.63, -0.16], [0.42, -0.24, 0.42], [-2.89, 3.61, 0.78], [2.23, 1.40, -1.08], [-1.02, 1.69, -0.09], [1.80, 0.19, 0.94], [5.04, 0.99, -0.54], [-2.20, 1.30, 0.57], [-4.37, -2.65, -0.47], [4.06, 0.13, -0.03], [4.49, -1.05, 0.59], [-0.86, 3.05, -0.37], [5.83, -1.35, 0.70], [-3.08, -2.36, 0.30], [6.77, -0.48, 0.18], [-1.77, 3.99, 0.06], [-2.52, -1.02, -0.17], [6.38, 0.69, -0.44], [-1.61, 5.04, -0.17], [2.19, 2.38, -0.59], [-4.72, -3.65, -0.22], [1.69, 1.13, 1.49], [2.89, 1.46, -1.95], [-3.11, -0.22, 1.60], [-3.98, 1.94, 1.56], [3.77, -1.75, 0.97], [-1.15, -3.28, 0.65], [-4.15, -2.62, -1.54], [-3.30, -2.32, 1.37], [-3.59, 4.34, 1.14], [0.92, 0.04, -2.12], [7.13, 1.36, -0.83], [0.51, -1.20, -0.11], [-5.70, -1.63, 0.91], [0.42, 1.73, -2.25], [0.02, 3.39, -0.90], [-5.16, -0.63, -0.45], [-0.25, -0.37, 1.27], [-2.44, -4.43, 0.27], [2.19, -0.56, 1.62], [4.76, 1.92, -1.01], [-1.74, -3.42, -1.01], [-6.38, -1.88, -0.70], [6.16, -2.27, 1.18]],
  "de_lowest_kj_mol": 9.4,
  "lumo_energy_ev": 0.669,
  "spin_multiplicity": 1,
  "smiles": "CC[C@@H](C)C(=O)Nc1ccccc1N1CCN(c2ccc(F)cc2)CC1"
}

---

Record 3
{
  "formula": "C21H26Ge2O5Pd",
  "method": "the ωB97M-V functional and the def2-TZVPD basis",
  "species": ["Pd", "Ge", "Ge", "O", "O", "O", "O", "O", "C", "C", "C", "C", "C", "C", "C", "C", "C", "C", "C", "C", "C", "C", "C", "C", "C", "C", "C", "C", "C", "H", "H", "H", "H", "H", "H", "H", "H", "H", "H", "H", "H", "H", "H", "H", "H", "H", "H", "H", "H", "H", "H", "H", "H", "H", "H"],
  "coordinates": [[1.75, 2.68, 0.73], [0.79, -0.56, 0.42], [0.99, 2.31, -1.63], [1.12, -1.97, 4.82], [1.87, 0.81, 5.88], [1.85, 2.50, 3.26], [0.20, -1.47, 1.91], [0.30, 1.06, 1.42], [-0.30, -0.40, -1.15], [-1.52, -0.72, 3.48], [1.25, 1.46, 3.54], [-0.90, -2.80, -0.96], [-0.06, -0.66, 2.99], [0.43, 0.72, 2.66], [0.81, -1.03, 4.25], [1.16, 2.28, -4.53], [3.08, -2.25, 0.53], [-3.16, -2.44, -2.52], [-1.71, -3.89, -1.26], [-2.35, -1.36, -2.23], [1.89, 2.79, -3.29], [2.72, -0.76, 0.44], [-0.12, 0.71, -1.88], [-2.84, -3.71, -2.04], [-2.01, -2.16, 3.69], [-1.20, -1.53, -1.45], [-1.40, 3.79, -1.79], [1.44, 0.68, 4.82], [-0.14, 3.82, -0.90], [3.13, -0.19, 1.28], [4.16, -2.36, 0.55], [2.90, 2.38, -3.24], [-2.02, 4.66, -1.55], [-1.60, -0.12, 4.40], [-4.05, -2.30, -3.12], [-2.62, -0.37, -2.59], [1.99, 3.87, -3.29], [-1.45, -4.87, -0.88], [-2.00, 2.90, -1.61], [-1.22, -2.89, 3.49], [2.72, -2.80, -0.33], [-1.15, 3.84, -2.85], [-0.01, -2.96, -0.35], [-2.36, -2.31, 4.71], [-0.69, 0.76, -2.81], [1.72, 2.57, -5.42], [0.16, 2.70, -4.63], [2.68, -2.71, 1.43], [-3.47, -4.55, -2.28], [-0.46, 3.79, 0.15], [-2.83, -2.38, 3.02], [1.08, 1.19, -4.54], [0.43, 4.74, -1.05], [3.11, -0.31, -0.48], [-2.10, -0.19, 2.72]],
  "lumo_energy_ev": [-7.737, -9.763],
  "spin_multiplicity": 5,
  "charge": 2
}

---

Record 4
{
  "formula": "C21H26N2O3",
  "method": "the ωB97M-V functional and the def2-TZVPD basis",
  "species": ["O", "O", "O", "N", "N", "C", "C", "C", "C", "C", "C", "C", "C", "C", "C", "C", "C", "C", "C", "C", "C", "C", "C", "C", "C", "C", "H", "H", "H", "H", "H", "H", "H", "H", "H", "H", "H", "H", "H", "H", "H", "H", "H", "H", "H", "H", "H", "H", "H", "H", "H", "H"],
  "coordinates": [[-1.47, 0.72, 4.30], [2.88, -4.05, 0.28], [0.72, -5.21, 1.13], [-0.86, -1.04, 3.04], [-1.39, 2.83, -2.39], [0.38, 1.43, -1.50], [1.31, 0.36, 2.02], [0.57, 1.04, 0.88], [1.02, 0.86, -0.42], [-0.12, -3.14, 2.10], [1.21, -1.14, 1.83], [-0.62, 0.16, 3.63], [0.78, 0.70, 3.40], [2.16, -1.89, 1.15], [1.99, -3.24, 0.93], [-0.75, 2.24, -1.33], [0.82, -3.88, 1.40], [-0.85, 2.78, -3.73], [-0.55, 1.83, 1.06], [-1.19, 2.43, -0.01], [4.06, -3.48, -0.21], [0.07, -1.77, 2.32], [-2.44, 5.02, -1.90], [-2.64, 3.54, -2.24], [-0.42, -5.90, 1.57], [-1.31, 1.54, -4.50], [-2.39, 1.52, -4.59], [-1.88, 5.51, -2.69], [2.37, 0.65, 1.96], [-1.02, -3.60, 2.48], [1.89, 0.24, -0.61], [-1.89, 5.12, -0.97], [-3.40, 5.51, -1.80], [-2.05, 3.05, 0.20], [0.78, 1.77, 3.59], [-3.20, 3.45, -3.18], [-1.76, -1.47, 3.23], [4.61, -4.29, -0.68], [1.42, 0.23, 4.16], [4.67, -3.05, 0.59], [-0.88, 1.54, -5.50], [-3.25, 3.05, -1.47], [3.05, -1.39, 0.80], [-0.29, -6.92, 1.24], [3.85, -2.70, -0.96], [-0.99, 0.63, -3.99], [-1.18, 3.68, -4.27], [0.77, 1.23, -2.48], [-0.51, -5.88, 2.66], [-0.95, 2.01, 2.04], [0.24, 2.82, -3.69], [-1.33, -5.49, 1.12]],
  "de_lowest_kj_mol": 215.1,
  "lumo_energy_ev": 0.733,
  "spin_multiplicity": 1,
  "smiles": "CCN(CC)c1ccc([C@H]2CC(=O)Nc3cc(OC)c(OC)cc32)cc1"
}

---

Record 5
{
  "formula": "C21H26N2O4",
  "method": "the ωB97M-V functional and the def2-TZVPD basis",
  "species": ["O", "O", "O", "O", "N", "N", "C", "C", "C", "C", "C", "C", "C", "C", "C", "C", "C", "C", "C", "C", "C", "C", "C", "C", "C", "C", "C", "H", "H", "H", "H", "H", "H", "H", "H", "H", "H", "H", "H", "H", "H", "H", "H", "H", "H", "H", "H", "H", "H", "H", "H", "H", "H"],
  "coordinates": [[6.50, 0.11, -0.03], [3.78, 1.08, -0.12], [0.03, -2.97, -2.05], [3.20, 1.28, 2.05], [-4.90, 2.12, -0.40], [1.14, -0.56, 1.68], [2.34, -0.87, -1.79], [-4.82, 2.66, -1.74], [-6.04, 2.50, 0.40], [7.05, 0.39, -1.29], [0.28, -1.48, 1.24], [-1.92, -2.55, 1.04], [-0.81, -2.12, 2.01], [-2.52, -0.69, -0.62], [-4.40, 0.31, 1.13], [-4.20, 0.98, -0.09], [1.68, -0.92, -0.46], [-3.25, 0.44, -0.95], [-1.32, -3.36, -0.12], [-3.67, -0.81, 1.46], [-2.71, -1.33, 0.60], [6.08, 1.23, 0.69], [-0.20, -2.69, -0.89], [3.04, 0.78, 0.95], [2.00, -0.20, 0.67], [0.57, -1.74, -0.10], [4.87, 1.97, 0.09], [7.84, 1.15, -1.22], [-5.13, 0.67, 1.84], [4.57, 2.77, 0.78], [-6.49, 3.40, -0.01], [-3.85, -1.29, 2.40], [1.91, -1.62, -2.45], [-0.41, -3.01, 2.52], [6.90, 1.96, 0.80], [3.41, -1.05, -1.68], [-2.10, -3.64, -0.83], [-5.18, 1.95, -2.49], [-1.80, -1.06, -1.33], [2.22, 0.11, -2.23], [-2.61, -3.20, 1.58], [1.19, -0.15, 2.60], [-3.06, 0.89, -1.91], [-1.20, -1.44, 2.77], [-0.90, -4.28, 0.29], [6.29, 0.72, -2.01], [-5.42, 3.56, -1.80], [-5.74, 2.71, 1.42], [5.10, 2.38, -0.89], [5.80, 0.85, 1.68], [-3.79, 2.93, -1.98], [7.49, -0.55, -1.64], [-6.81, 1.71, 0.42]],
  "de_lowest_kj_mol": 216.2,
  "lumo_energy_ev": 0.707,
  "spin_multiplicity": 1,
  "smiles": "COCCOC(=O)c1[nH]c2c(c1C)C(=O)C[C@H](c1ccc(N(C)C)cc1)C2"
}

---

Record 6
{
  "formula": "C21H26N2O5PPdS2",
  "method": "the ωB97M-V functional and the def2-TZVPD basis",
  "species": ["Pd", "S", "S", "P", "O", "O", "O", "O", "O", "N", "N", "C", "C", "C", "C", "C", "C", "C", "C", "C", "C", "C", "C", "C", "C", "C", "C", "C", "C", "C", "C", "C", "H", "H", "H", "H", "H", "H", "H", "H", "H", "H", "H", "H", "H", "H", "H", "H", "H", "H", "H", "H", "H", "H", "H", "H", "H", "H"],
  "coordinates": [[-0.09, -1.12, 1.32], [1.19, 3.12, -0.56], [-1.64, 1.32, 0.60], [-0.73, 2.77, -0.41], [1.90, -0.72, 1.04], [-1.30, 4.15, 0.16], [0.28, -1.74, 4.13], [-1.33, 2.59, -1.97], [-1.62, -2.53, 1.56], [0.33, -1.92, -0.53], [1.53, -1.73, -1.00], [-3.42, 5.47, 0.27], [-2.66, 4.26, 0.81], [5.66, -1.60, -1.73], [-3.64, -2.60, 0.47], [-1.69, -3.20, -0.89], [-0.07, -0.86, 3.27], [1.11, -2.94, 3.72], [3.72, -1.03, -0.41], [-0.94, 3.72, -2.91], [6.46, -0.95, -0.78], [-2.24, -2.75, 0.40], [5.93, -0.38, 0.39], [-3.95, -3.99, -1.46], [-2.61, -3.87, -1.75], [-0.79, 0.27, 3.85], [2.30, -1.17, -0.09], [-4.50, -3.25, -0.38], [4.29, -1.68, -1.48], [-0.45, -2.72, -1.31], [4.53, -0.27, 0.47], [0.05, 3.13, -3.90], [-2.40, 4.32, 1.84], [-3.20, 5.55, -0.80], [-4.58, -4.65, -2.12], [-3.24, 3.32, 0.67], [-4.52, 5.34, 0.42], [2.15, -2.63, 3.74], [-5.58, -3.19, -0.20], [6.22, -2.17, -2.48], [-0.45, 4.46, -2.26], [4.04, 0.25, 1.30], [6.51, -0.15, 1.25], [7.51, -0.99, -0.82], [-0.68, 0.34, 4.93], [-2.19, -4.24, -2.70], [0.91, 2.75, -3.33], [-0.03, -2.89, -2.30], [0.89, -3.60, 4.56], [-1.86, 4.11, -3.30], [0.72, -3.33, 2.78], [-0.47, 1.18, 3.32], [0.46, 3.93, -4.52], [-0.46, 2.41, -4.53], [-4.05, -2.04, 1.35], [3.75, -2.34, -2.10], [-3.21, 6.44, 0.75], [-1.87, 0.06, 3.61]],
  "de_lowest_kj_mol": 162.2,
  "lumo_energy_ev": [4.585, 4.164],
  "spin_multiplicity": 6,
  "charge": -2
}